1.
Formula: C6H15O
Source: the Open Molecules 2025 dataset
Level of theory: ωB97M-V with the def2-TZVPD basis set

- HOMO (spin up / spin down) (eV) = 4.62 / 0.20
- orbital gap (spin up / spin down) (eV) = 2.04 / 6.38
- <S²> = 0.750
- total charge = -2
- energy above the lowest of the compared OMol25 structures with the same formula, charge and spin (kcal per mole) = 0.2
- LUMO energy (spin up / spin down) (eV) = 6.7 / 6.6
- 2S+1 = 2

Cartesian coordinates (Å):
C: -1.6035 1.7220 0.3975
C: -1.2399 -1.7776 -1.0449
C: -1.8744 -0.6547 -0.2539
C: -1.5179 0.7449 -0.7787
H: -2.5827 1.6374 0.8910
H: -1.5061 2.7662 0.0581
H: -0.8011 1.4958 1.0974
H: -1.2938 -2.7322 -0.4903
H: -0.1850 -1.5981 -1.2520
H: -1.7627 -1.9586 -1.9947
H: -1.6245 -0.8017 0.7941
H: -2.9763 -0.7023 -0.3370
H: -0.4850 0.6613 -1.1242
H: -2.1745 1.0730 -1.5944
C: 2.0754 -0.0403 1.1417
O: 0.9439 0.1253 0.3852
C: 3.3491 0.0406 0.2785
H: 2.1174 -1.0034 1.6949
H: 2.1285 0.7631 1.9151
H: 4.1846 -0.4250 0.8195
H: 3.6579 1.0835 0.0987
H: 3.1704 -0.4192 -0.7016

Löwdin population analysis, charges in e, atoms 1 to 6: atom 1 (C): -0.248, atom 2 (C): -0.373, atom 3 (C): -0.426, atom 4 (C): -0.372, atom 5 (H): 0.016, atom 6 (H): 0.025

2.
Formula: C6H15O4SSi
Source: the Open Molecules 2025 dataset
Level of theory: ωB97M-V with the def2-TZVPD basis set

- HOMO (eV) = -5.18
- orbital gap (eV) = 8.42
- total charge = -1
- energy above the lowest of the compared OMol25 structures with the same formula, charge and spin (kcal per mole) = 0.0
- LUMO energy (eV) = 3.2
- 2S+1 = 1

Cartesian coordinates (Å):
C: 1.5032 -0.2584 -0.3170
C: 0.1489 -1.5366 1.3340
C: -0.5659 -1.5698 -1.1282
C: -0.8887 2.0123 -1.3508
C: -0.3080 2.0953 1.5380
C: 0.0828 -0.6749 0.0357
O: -4.7358 0.1813 0.2144
O: -2.4135 0.3950 0.6502
O: -3.3756 -1.7253 0.0275
O: -3.2073 -0.0745 -1.6681
Si: -0.9658 0.9066 0.2105
S: -3.4898 -0.3426 -0.2978
H: 2.1226 -1.0837 -0.6821
H: 1.3823 0.5462 -1.1170
H: 1.9818 0.3536 0.4552
H: 0.3631 -2.4774 0.9068
H: -0.7628 -1.5911 1.8667
H: 0.7874 -1.0833 2.0461
H: -0.2659 -2.6701 -1.0238
H: -1.6328 -1.5027 -0.9957
H: -0.3269 -1.1470 -2.0326
H: -0.5329 2.9378 -0.9995
H: -0.1086 1.5978 -2.0656
H: -1.8076 2.0287 -1.8697
H: -1.0010 2.5003 2.2834
H: 0.5635 1.4850 2.0604
H: 0.1389 2.9190 1.1075

Löwdin population analysis, charges in e, atoms 1 to 6: atom 1 (C): -0.127, atom 2 (C): -0.071, atom 3 (C): -0.059, atom 4 (C): -0.131, atom 5 (C): -0.139, atom 6 (C): -0.565

3.
Formula: C6H15O5
Source: the Open Molecules 2025 dataset
Level of theory: ωB97M-V with the def2-TZVPD basis set

- HOMO (eV) = -5.30
- orbital gap (eV) = 8.89
- total charge = -1
- energy above the lowest of the compared OMol25 structures with the same formula, charge and spin (kcal per mole) = 26.8
- LUMO energy (eV) = 3.6
- 2S+1 = 1

Cartesian coordinates (Å):
O: -1.7284 -0.6238 0.3071
C: -1.0277 -1.4044 1.1027
O: -1.0258 -2.6445 0.9995
C: 0.1106 -0.6938 1.8191
C: 1.5074 -1.1082 1.3557
C: 1.5887 -0.8556 -0.1421
C: 2.0421 0.1935 -0.7752
C: 1.8734 0.3069 -2.3041
H: -0.0609 -0.9320 2.8667
H: -0.1426 0.4225 1.6832
H: 2.2211 -0.4779 1.9545
H: 1.8683 -2.1612 1.5987
H: 1.1077 -1.6317 -0.5762
H: 2.5293 1.0193 -0.2944
H: 2.8371 0.3640 -2.8523
H: 1.2733 1.3057 -2.4230
H: 1.2655 -0.5519 -2.6424
H: -0.9806 -0.3826 -1.1115
H: -0.7892 -1.6836 -1.9221
O: -0.5477 -0.7733 -1.9446
H: -2.2720 2.0308 1.1417
H: -1.9580 1.1665 0.0027
O: -2.1010 2.0726 0.1279
H: -0.6498 3.4983 0.4636
H: 0.1115 3.3202 -0.7467
O: 0.0369 3.9767 0.0752

Löwdin population analysis, charges in e, atoms 1 to 6: atom 1 (O): -0.163, atom 2 (C): -0.645, atom 3 (O): -0.025, atom 4 (C): -0.149, atom 5 (C): -0.191, atom 6 (C): -0.154

energy above the lowest of the compared OMol25 structures with the same formula, charge and spin of number 1 (C6H15O)? 0.2 kcal per mole

Among the records above, which one has the lowest energy above the lowest of the compared OMol25 structures with the same formula, charge and spin? C6H15O4SSi